{
  "formula": "C48H87F2NO14Si",
  "method": "ωB97M-V/def2-TZVPD",
  "gap_ev": 8.151,
  "total_charge": 0,
  "smiles": "C=CC1=C(CC)C(=O)C(NCCC)=C(C(F)(F)CC[Si](C)(C)c2ccccc2)C1=O.COCCOCCOC.COCCOCCOC.COCCOCCOC.COCCOCCOC",
  "elements": ["C", "C", "C", "C", "C", "C", "C", "O", "C", "N", "C", "C", "C", "C", "C", "F", "F", "C", "C", "Si", "C", "C", "C", "C", "C", "C", "C", "C", "C", "O", "H", "H", "H", "H", "H", "H", "H", "H", "H", "H", "H", "H", "H", "H", "H", "H", "H", "H", "H", "H", "H", "H", "H", "H", "H", "H", "H", "H", "H", "H", "H", "C", "O", "C", "C", "O", "C", "C", "O", "C", "H", "H", "H", "H", "H", "H", "H", "H", "H", "H", "H", "H", "H", "H", "C", "O", "C", "C", "O", "C", "C", "O", "C", "H", "H", "H", "H", "H", "H", "H", "H", "H", "H", "H", "H", "H", "H", "C", "O", "C", "C", "O", "C", "C", "O", "C", "H", "H", "H", "H", "H", "H", "H", "H", "H", "H", "H", "H", "H", "H", "C", "O", "C", "C", "O", "C", "C", "O", "C", "H", "H", "H", "H", "H", "H", "H", "H", "H", "H", "H", "H", "H", "H"],
  "coordinates": [[-3.9885, -0.1835, 5.1385], [-3.3286, -1.2756, 5.5601], [-3.3389, -2.4832, 4.7179], [-4.0181, -3.6097, 4.9475], [-4.8892, -3.8291, 6.1383], [-6.3900, -3.8920, 5.7284], [-3.9209, -4.7027, 3.9268], [-4.8772, -5.3372, 3.5757], [-2.5353, -4.8848, 3.3587], [-2.0643, -6.1565, 3.1311], [-2.8946, -6.9949, 2.2351], [-3.2412, -6.3041, 0.8934], [-4.7428, -6.3781, 0.5926], [-1.8513, -3.7459, 3.1472], [-0.4373, -3.7579, 2.6120], [0.2720, -4.5978, 3.4470], [-0.3936, -4.2741, 1.3459], [0.2579, -2.4065, 2.6194], [1.7798, -2.5201, 2.5214], [2.6685, -0.8696, 2.3309], [3.1252, -0.0385, 3.9480], [4.3015, -1.2357, 1.4445], [1.7287, 0.3763, 1.2677], [2.3953, 1.0363, 0.2238], [1.7423, 1.9523, -0.6024], [0.4015, 2.2692, -0.4070], [-0.2650, 1.6435, 0.6461], [0.3810, 0.7196, 1.4616], [-2.5326, -2.4649, 3.4437], [-2.4938, -1.5051, 2.7198], [-3.5441, 0.8001, 5.2432], [-4.9511, -0.2607, 4.6490], [-2.7751, -1.2400, 6.4919], [-4.7851, -3.0051, 6.8373], [-4.6645, -4.7691, 6.6389], [-6.5462, -3.4978, 4.7280], [-7.0013, -3.2772, 6.3860], [-6.7714, -4.9075, 5.7427], [-1.1378, -6.1407, 2.7278], [-2.2976, -7.8789, 2.0189], [-3.7904, -7.3747, 2.7121], [-2.8430, -5.2955, 0.8123], [-2.7607, -6.8837, 0.1056], [-5.1612, -7.3007, 0.9918], [-5.3061, -5.5412, 0.9949], [-4.9288, -6.4140, -0.4805], [0.0318, -1.9719, 3.5946], [-0.1780, -1.8059, 1.8301], [2.1830, -3.0148, 3.4052], [2.0410, -3.1682, 1.6810], [3.6870, -0.6995, 4.6075], [3.8136, 0.7742, 3.7052], [2.2946, 0.4244, 4.4773], [4.2245, -1.1196, 0.3662], [5.0891, -0.5899, 1.8314], [4.6280, -2.2598, 1.6319], [3.4413, 0.8617, 0.0124], [2.2772, 2.4395, -1.4075], [-0.1020, 2.9800, -1.0458], [-1.3050, 1.8732, 0.8410], [-0.1661, 0.2465, 2.2672], [2.7738, 6.0696, 8.2689], [3.4818, 4.8775, 8.5239], [2.6503, 3.7295, 8.5062], [3.4155, 2.5064, 8.0510], [3.6536, 2.4530, 6.6523], [4.6256, 3.3397, 6.1170], [6.0515, 3.0057, 6.4955], [6.3430, 3.4341, 7.8148], [7.3763, 2.6861, 8.4128], [2.0529, 6.2809, 9.0669], [3.4993, 6.8799, 8.2252], [2.2538, 6.0182, 7.3053], [1.7918, 3.8842, 7.8425], [2.2834, 3.5586, 9.5277], [2.7909, 1.6351, 8.2628], [4.3412, 2.3845, 8.6162], [4.3864, 4.3780, 6.3526], [4.5392, 3.2260, 5.0338], [6.7344, 3.5239, 5.8083], [6.2040, 1.9236, 6.4015], [7.1307, 1.6175, 8.4242], [7.4795, 3.0274, 9.4411], [8.3280, 2.8360, 7.8899], [-2.8824, 6.0927, -6.1037], [-3.0240, 4.7255, -5.7915], [-1.7812, 4.0859, -5.5495], [-1.9389, 2.9504, -4.5609], [-2.0769, 3.3792, -3.2138], [-3.3074, 3.9771, -2.8309], [-4.4723, 3.0139, -2.7709], [-4.9712, 2.7360, -4.0675], [-5.6129, 1.4838, -4.1451], [-2.3504, 6.2296, -7.0519], [-3.8818, 6.5144, -6.1954], [-2.3542, 6.6249, -5.3038], [-1.0463, 4.8019, -5.1635], [-1.4174, 3.6856, -6.5054], [-1.0145, 2.3666, -4.5777], [-2.7458, 2.2731, -4.8461], [-3.5386, 4.8419, -3.4548], [-3.1356, 4.3466, -1.8171], [-5.2813, 3.4669, -2.1814], [-4.1478, 2.0886, -2.2789], [-4.9376, 0.6772, -3.8349], [-5.8927, 1.3190, -5.1838], [-6.5160, 1.4618, -3.5242], [-0.8974, -5.0472, -6.4147], [-1.5401, -4.2281, -5.4648], [-2.5927, -4.8938, -4.7870], [-2.7647, -4.3583, -3.3827], [-1.7822, -4.8062, -2.4617], [-0.4736, -4.2611, -2.5706], [-0.3599, -2.8103, -2.1517], [-0.8320, -1.9392, -3.1666], [-1.2784, -0.7033, -2.6518], [-1.5776, -5.3173, -7.2305], [-0.0618, -4.4824, -6.8244], [-0.5037, -5.9565, -5.9458], [-2.4010, -5.9719, -4.7399], [-3.5216, -4.7223, -5.3483], [-3.7095, -4.7513, -2.9986], [-2.8435, -3.2694, -3.3799], [-0.0612, -4.4213, -3.5684], [0.1296, -4.8466, -1.8729], [0.6975, -2.5760, -1.9658], [-0.9263, -2.6592, -1.2247], [-2.0659, -0.8519, -1.9030], [-1.6930, -0.1305, -3.4806], [-0.4533, -0.1371, -2.2037], [4.1724, 5.5511, -8.5152], [4.0161, 4.1846, -8.2070], [5.2444, 3.5461, -7.8994], [5.0408, 2.4123, -6.9190], [4.8300, 2.8310, -5.5789], [3.5736, 3.4084, -5.2562], [2.4211, 2.4289, -5.2462], [1.9922, 2.1468, -6.5691], [1.3785, 0.8828, -6.6819], [4.7522, 5.6862, -9.4353], [3.1786, 5.9714, -8.6595], [4.6581, 6.0859, -7.6907], [5.9575, 4.2633, -7.4771], [5.6599, 3.1390, -8.8314], [5.9693, 1.8371, -6.8911], [4.2514, 1.7368, -7.2531], [3.3564, 4.2658, -5.8958], [3.6916, 3.7854, -4.2375], [1.5739, 2.8724, -4.7037], [2.7321, 1.5086, -4.7376], [2.0566, 0.0935, -6.3373], [1.1532, 0.7100, -7.7325], [0.4463, 0.8431, -6.1059]],
  "atomic_forces_ev_per_a": [[0.366, -0.078, 0.228], [-0.680, 0.577, -0.495], [-0.756, -0.852, 0.721], [0.337, -0.014, 0.438], [-1.263, -0.022, -0.401], [-0.012, 0.216, 0.009], [0.416, 0.366, 0.168], [-0.363, -0.557, 0.005], [0.251, 0.110, 0.089], [-0.559, -0.216, -0.504], [0.252, -0.024, -0.387], [-0.486, -0.964, -0.191], [-0.004, 0.157, -0.287], [0.249, -0.013, -0.293], [-0.337, 1.177, 0.494], [0.178, -0.453, -0.367], [0.202, -0.517, -0.066], [0.333, -0.563, 0.552], [-0.293, 0.111, -0.317], [0.634, 0.155, -0.390], [0.049, 0.045, -0.147], [-0.150, -0.141, 0.327], [-0.042, 0.183, -0.321], [-0.331, 0.209, -0.240], [-0.185, 0.096, 0.087], [0.300, -0.506, 0.510], [-0.092, 0.048, -0.003], [0.300, 0.004, -0.098], [-0.136, -0.312, 0.342], [0.242, 0.557, -0.202], [-0.670, 0.217, 1.102], [0.510, -0.052, -1.115], [1.065, 0.093, -0.542], [0.352, 0.012, 0.071], [0.351, 0.018, 0.057], [0.049, -0.028, -0.119], [0.000, -0.080, 0.206], [-0.032, -0.067, -0.038], [0.141, 0.135, 0.281], [0.156, -0.020, 0.122], [-0.080, 0.320, 0.330], [-0.038, 0.093, 0.148], [0.265, 0.145, -0.076], [-0.067, -0.028, 0.123], [-0.025, 0.003, 0.172], [0.061, 0.139, -0.090], [-0.220, 0.315, -0.097], [-0.049, 0.077, -0.001], [-0.015, -0.028, 0.107], [0.104, 0.117, -0.143], [-0.163, -0.118, 0.161], [-0.023, 0.093, -0.104], [-0.073, -0.142, 0.157], [0.040, 0.026, -0.077], [0.071, 0.147, -0.156], [-0.050, -0.078, 0.057], [0.055, -0.161, 0.119], [0.137, -0.042, -0.007], [-0.078, 0.009, -0.066], [-0.037, 0.000, -0.024], [-0.173, 0.131, -0.005], [0.115, -0.049, 0.096], [-0.014, 0.006, -0.282], [0.196, 0.102, 0.226], [-0.056, -0.137, -0.017], [0.009, 0.016, 0.023], [-0.077, -0.029, -0.142], [0.083, 0.258, 0.125], [-0.154, -0.196, 0.108], [-0.025, 0.119, -0.032], [-0.070, 0.035, -0.064], [0.016, -0.013, 0.053], [-0.083, 0.013, 0.041], [0.000, -0.012, -0.019], [-0.154, -0.098, -0.066], [-0.022, 0.007, -0.042], [0.031, 0.190, 0.023], [0.123, 0.013, 0.148], [-0.012, -0.054, 0.008], [-0.017, -0.139, -0.130], [-0.010, -0.008, -0.028], [0.067, -0.017, -0.040], [0.008, 0.056, -0.019], [0.027, -0.084, 0.013], [-0.088, -0.127, -0.055], [0.011, 0.142, 0.281], [-0.254, -0.153, -0.282], [0.129, -0.029, 0.032], [0.051, -0.030, 0.077], [0.058, 0.035, 0.106], [-0.194, 0.136, -0.188], [0.219, -0.145, -0.059], [-0.020, 0.110, -0.018], [0.054, 0.082, 0.034], [-0.011, -0.037, -0.041], [0.069, 0.027, -0.059], [0.009, -0.013, 0.032], [0.219, -0.021, 0.087], [0.039, 0.054, 0.033], [-0.128, 0.165, -0.103], [-0.122, -0.099, -0.121], [0.036, -0.049, 0.011], [0.079, -0.059, 0.165], [0.013, 0.010, 0.031], [-0.052, -0.022, 0.055], [-0.027, 0.052, -0.001], [0.010, -0.084, 0.024], [-0.051, 0.152, 0.016], [0.187, -0.143, 0.153], [-0.007, 0.274, -0.154], [-0.075, -0.018, 0.113], [0.002, -0.017, 0.002], [0.040, -0.064, 0.088], [0.091, 0.115, -0.236], [-0.277, -0.118, 0.030], [0.121, -0.010, -0.078], [0.036, -0.095, -0.009], [-0.035, 0.040, -0.018], [-0.051, -0.054, -0.056], [0.006, -0.008, 0.019], [-0.081, -0.161, 0.072], [0.020, -0.036, 0.013], [0.125, 0.035, -0.150], [-0.046, 0.183, -0.068], [-0.050, -0.001, 0.042], [-0.003, -0.067, 0.190], [0.022, -0.029, 0.033], [0.045, 0.041, 0.064], [0.046, 0.002, -0.028], [-0.064, 0.037, 0.077], [-0.084, -0.126, -0.052], [0.005, 0.126, 0.258], [-0.220, -0.079, -0.214], [0.087, -0.079, 0.041], [0.001, 0.000, 0.011], [0.049, 0.068, 0.129], [-0.207, 0.145, -0.290], [0.204, -0.108, -0.049], [-0.014, 0.091, 0.026], [0.049, 0.082, 0.034], [-0.009, -0.037, -0.043], [0.071, 0.026, -0.056], [0.004, -0.002, 0.021], [0.178, 0.003, 0.072], [0.015, 0.027, 0.037], [-0.102, 0.135, -0.081], [-0.115, -0.096, -0.116], [0.043, -0.038, 0.011], [0.091, -0.056, 0.204], [-0.005, 0.006, 0.029], [-0.095, -0.053, 0.061], [-0.025, 0.078, -0.009], [0.019, -0.119, 0.027]]
}

{
  "formula": "C38H49HgN12PSSe",
  "method": "ωB97M-V/def2-TZVPD",
  "e_above_lowest_kj_mol": 158.4,
  "gap_ev": [5.489, 8.003],
  "total_charge": 1,
  "spin_multiplicity": 2,
  "elements": ["Hg", "N", "C", "C", "C", "C", "C", "C", "P", "C", "C", "C", "C", "C", "C", "C", "C", "C", "C", "C", "C", "H", "H", "H", "H", "H", "H", "H", "H", "H", "H", "H", "H", "H", "H", "H", "H", "N", "C", "C", "N", "C", "C", "N", "C", "C", "N", "H", "H", "H", "H", "H", "H", "Se", "N", "C", "C", "C", "C", "N", "C", "N", "H", "H", "H", "N", "N", "H", "H", "H", "H", "C", "C", "C", "C", "N", "C", "S", "N", "C", "C", "C", "C", "H", "H", "H", "H", "H", "H", "H", "H", "H", "H", "H", "H", "H", "H", "H", "H", "H", "H", "H", "H"],
  "coordinates": [[-0.2379, -1.1152, 1.4943], [-0.4583, -0.2305, 3.8519], [0.2418, 0.9172, 4.2819], [0.6822, 1.0298, 5.6009], [1.3075, 2.1792, 6.0452], [1.4971, 3.2502, 5.1802], [1.1172, 3.1280, 3.8570], [0.5105, 1.9633, 3.3874], [0.2070, 1.7371, 1.5922], [1.8891, 2.0888, 0.9493], [2.6120, 0.7921, 0.8078], [4.1053, 0.7383, 0.4142], [4.7435, 2.0925, 0.4999], [4.0242, 3.2100, 0.6279], [2.5697, 3.2325, 0.8301], [-0.8209, 3.1815, 1.1852], [-0.6721, 3.8440, -0.0317], [-1.5067, 4.9032, -0.3562], [-2.5046, 5.2966, 0.5232], [-2.6822, 4.6133, 1.7189], [-1.8514, 3.5540, 2.0479], [-0.4427, -0.9640, 4.5500], [-1.4414, -0.0360, 3.6102], [0.5153, 0.2062, 6.2856], [1.6350, 2.2483, 7.0741], [1.9505, 4.1655, 5.5359], [1.3028, 3.9440, 3.1700], [2.0268, 0.1010, 0.2058], [4.3323, 0.2849, -0.5565], [5.8214, 2.1449, 0.3917], [4.5300, 4.1682, 0.6329], [2.0865, 4.1989, 0.9176], [0.1130, 3.5399, -0.7146], [-1.3811, 5.4211, -1.2985], [-3.1477, 6.1311, 0.2781], [-3.4736, 4.9083, 2.3953], [-1.9948, 3.0146, 2.9766], [4.1430, -1.6493, 1.3418], [4.3476, -0.2291, 1.6089], [2.9389, 0.1183, 2.1611], [2.1980, -1.1172, 2.3353], [2.9249, -2.0532, 1.8125], [2.3977, -3.4135, 1.7212], [1.1055, -3.6629, 1.7957], [0.9637, -5.0128, 1.6932], [2.1916, -5.5968, 1.5573], [3.0916, -4.5705, 1.5718], [4.8812, -2.2592, 1.0407], [5.2396, -0.0492, 2.2122], [2.8817, 0.7648, 3.0339], [-0.0035, -5.4849, 1.7286], [2.4787, -6.6281, 1.4535], [4.0903, -4.6747, 1.5199], [-4.7949, -0.0234, 3.3684], [-5.5203, -1.4995, 2.6841], [-4.5724, -2.1533, 2.0243], [-4.7462, -3.3450, 1.3069], [-3.6465, -3.8680, 0.6318], [-2.4215, -3.2393, 0.6833], [-2.1952, -2.1027, 1.3878], [-3.2467, -1.5435, 2.0367], [-3.1523, -0.3869, 2.6807], [-5.7157, -3.8215, 1.2795], [-3.7462, -4.7749, 0.0507], [-1.5651, -3.6322, 0.1473], [-3.4524, 0.0208, -0.9719], [-2.3626, 0.5514, -0.2048], [-4.2773, 0.6068, -0.8832], [-3.6926, -0.8814, -0.5758], [-2.6752, 0.8876, 0.7039], [-2.0102, 1.3530, -0.7142], [2.4922, 1.6179, -3.8868], [1.3515, 2.1583, -4.7512], [0.0244, 1.4135, -4.5912], [-0.5359, 1.4521, -3.1640], [0.0546, 0.4494, -2.2841], [-0.3035, -0.8081, -2.0413], [0.6680, -1.7045, -0.9217], [-1.3169, -1.4499, -2.5962], [-1.9761, -1.2725, -3.8874], [-1.2429, -2.0292, -5.0058], [-1.5973, -3.5149, -5.1045], [-1.2256, -4.3494, -3.8773], [3.4418, 2.0424, -4.2114], [2.5650, 0.5311, -3.9659], [2.3660, 1.8840, -2.8335], [1.6450, 2.0943, -5.8006], [1.1976, 3.2173, -4.5267], [0.1528, 0.3723, -4.8974], [-0.7090, 1.8670, -5.2624], [-1.6182, 1.3282, -3.1585], [-0.3197, 2.4285, -2.7263], [0.8869, 0.7245, -1.7906], [-1.4452, -2.3637, -2.1928], [-2.0399, -0.2178, -4.1310], [-2.9934, -1.6517, -3.7851], [-0.1640, -1.9236, -4.8553], [-1.4899, -1.5545, -5.9584], [-1.0784, -3.9215, -5.9745], [-2.6693, -3.6109, -5.2957], [-0.2061, -4.1377, -3.5472], [-1.2861, -5.4109, -4.1157], [-1.9107, -4.1725, -3.0440]],
  "atomic_forces_ev_per_a": [[0.176, 0.322, -0.164], [-0.374, -0.153, -0.023], [0.149, 0.323, -0.046], [-0.013, -0.112, 0.024], [0.000, -0.020, -0.031], [0.048, 0.076, -0.030], [-0.010, -0.045, 0.111], [-0.115, -0.195, -0.085], [0.162, 0.204, 0.161], [-0.032, 0.006, -0.174], [0.032, 0.071, 0.178], [0.007, 0.056, -0.013], [0.022, -0.082, 0.009], [0.248, 0.096, 0.031], [-0.251, -0.140, -0.120], [-0.044, -0.146, -0.101], [0.041, -0.010, 0.064], [-0.036, 0.008, -0.075], [-0.023, -0.029, 0.018], [-0.055, 0.003, 0.002], [0.069, 0.010, -0.047], [0.016, -0.011, -0.007], [0.054, -0.082, 0.072], [-0.039, 0.013, 0.000], [-0.020, -0.005, 0.006], [0.022, -0.008, -0.017], [-0.012, 0.006, 0.002], [-0.001, -0.056, 0.005], [-0.087, 0.009, 0.001], [-0.005, 0.079, -0.010], [0.023, -0.021, -0.022], [-0.018, -0.009, 0.077], [0.022, 0.052, 0.009], [0.027, 0.017, 0.014], [-0.005, -0.008, -0.018], [0.011, -0.011, 0.014], [-0.004, 0.064, 0.043], [0.075, -0.143, -0.180], [0.135, 0.134, 0.109], [-0.058, -0.118, -0.120], [0.118, -0.584, -0.095], [-0.076, 0.590, 0.281], [-0.435, -0.241, -0.025], [0.020, 0.367, -0.014], [0.085, -0.017, 0.023], [-0.186, -0.144, -0.013], [0.311, 0.122, -0.065], [-0.053, -0.069, -0.014], [-0.043, -0.019, 0.039], [0.035, 0.014, -0.022], [0.007, -0.006, -0.017], [0.089, 0.033, 0.006], [0.011, -0.005, 0.012], [0.184, 0.050, -0.023], [-0.288, -0.222, -0.070], [0.025, 0.064, 0.007], [0.003, -0.019, -0.001], [-0.041, -0.045, -0.110], [0.280, -0.059, -0.055], [-0.451, -0.145, 0.239], [-0.065, 0.469, 0.121], [0.326, -0.091, -0.005], [-0.006, 0.006, 0.006], [0.042, 0.000, -0.001], [0.036, -0.024, 0.059], [-0.103, 0.124, -0.012], [-0.067, 0.097, -0.144], [-0.052, -0.025, 0.077], [0.087, -0.070, -0.035], [-0.044, -0.058, 0.046], [0.033, 0.028, 0.021], [-0.071, 0.071, -0.110], [0.007, -0.182, 0.055], [0.076, 0.165, 0.090], [-0.080, -0.073, -0.246], [0.010, 0.142, -0.132], [0.036, 0.015, 0.332], [0.140, -0.341, 0.130], [-0.026, -0.061, -0.192], [0.141, 0.057, -0.256], [-0.175, -0.130, 0.073], [0.126, 0.066, 0.108], [-0.039, 0.042, -0.148], [0.021, 0.000, 0.061], [0.018, -0.008, 0.037], [0.032, -0.023, 0.022], [0.000, 0.067, -0.003], [0.000, 0.021, -0.060], [-0.054, 0.016, -0.032], [-0.032, -0.052, -0.007], [0.039, 0.085, 0.129], [-0.057, -0.021, 0.080], [0.066, -0.073, 0.005], [0.058, -0.048, 0.068], [-0.108, -0.129, 0.038], [-0.032, 0.109, 0.059], [0.010, 0.052, -0.048], [0.028, 0.043, 0.015], [-0.059, -0.017, -0.027], [0.009, -0.025, -0.075], [-0.006, -0.003, 0.044], [-0.020, -0.011, 0.066], [0.025, -0.025, 0.040]]
}

How do the records compare in calculated total energy? In the order shown, they have -3478.19506, -5428.66184 Eh.